ORCA calculation (ωB97M-V/def2-TZVPD) on the molecule C19H15NO6S in a non-equilibrium geometry.

Values from the calculation:
- 2S+1 = 1
- energy above the lowest of the compared OMol25 structures with the same formula, charge and spin (eV) = 1.937
- structure (SMILES) = O=S(=O)(Cc1ccccc1)n1c2cc(O)c(O)cc2c2ccc(O)c(O)c21
- electronic energy (eV) = -44553.98742
- max |F| (eV/A) = 5.71
- net charge = 0
- LUMO (eV) = 0.4

Structure (XYZ):
```
42
Properties=species:S:1:pos:R:3:lowdin_charge:R:1
O -1.45 -1.61 1.01 -0.28
O -0.53 -2.31 -1.08 -0.31
O -3.51 4.94 0.61 0.08
O -4.33 2.71 1.98 0.05
O 2.30 0.46 -4.66 0.11
O 1.33 -1.10 -2.73 0.03
C 2.16 -4.54 3.47 -0.10
C 2.00 -4.77 2.10 -0.08
C 1.93 -3.26 3.91 -0.08
C 1.15 2.32 -3.84 0.00
C -1.70 3.78 -0.42 0.09
C 0.33 2.94 -2.79 0.06
C -2.56 1.43 0.83 0.06
C 1.62 -3.81 1.21 -0.05
C 1.46 -2.23 2.99 0.02
C -2.82 3.77 0.46 -0.25
C -3.21 2.66 1.14 -0.22
C 1.49 1.05 -3.78 -0.30
C 0.87 0.23 -2.76 -0.11
C -1.13 2.54 -0.67 -0.12
C -0.18 2.14 -1.72 -0.12
C -1.58 1.35 -0.13 -0.14
C 0.05 0.80 -1.79 -0.16
C 1.41 -2.51 1.56 -0.30
N -0.68 0.34 -0.70 -0.04
C 1.21 -1.44 0.64 -0.20
S -0.46 -1.29 -0.01 0.80
H -4.29 4.85 1.12 0.08
H -4.22 1.92 2.56 0.12
H 2.33 -0.46 -4.44 0.09
H 0.65 -1.71 -2.54 0.05
H 2.53 -5.28 4.25 0.13
H 2.27 -5.74 1.81 0.09
H 2.34 -3.07 4.92 0.11
H 1.51 2.89 -4.62 0.10
H -1.47 4.80 -0.77 0.14
H 0.03 3.94 -2.76 0.08
H -2.94 0.51 1.20 0.10
H 1.43 -4.00 0.13 0.14
H 1.35 -1.20 3.37 0.11
H 1.81 -1.57 -0.19 0.08
H 1.50 -0.48 1.14 0.14
```


ORCA calculation (ωB97M-V/def2-TZVPD) on a structure of composition C37H41BrN4O2PRh.

Values from the calculation:
- 2S+1 = 5
- electronic energy (eV) = -131416.03731
- max |F| (eV/A) = 0.55
- net charge = +2
- LUMO (alpha / beta) (eV) = -5.3 / -7.3

Structure (XYZ):
```
87
Properties=species:S:1:pos:R:3:lowdin_spin:R:1
Rh 0.56 1.39 0.52 2.32
C -5.25 -0.76 -4.32 0.00
C -4.63 -1.98 -3.62 0.03
C -5.73 -2.69 -2.80 0.01
C -4.08 -2.94 -4.69 0.02
C -3.49 -1.60 -2.70 0.22
C -3.01 -0.27 -2.61 0.04
C -1.99 0.00 -1.77 0.14
Br -1.35 1.76 -1.63 0.09
C -1.33 -0.98 -0.93 0.14
O -0.42 -0.63 -0.12 0.33
C -1.81 -2.36 -1.06 0.11
C -2.86 -2.59 -1.91 0.00
C -1.15 -3.51 -0.30 0.01
C 0.32 -3.62 -0.74 0.01
C -1.81 -4.85 -0.60 0.00
C -1.29 -3.25 1.21 0.01
H -6.08 -1.09 -4.94 0.00
H -4.53 -0.26 -4.97 0.00
H -5.64 -0.04 -3.60 0.00
H -6.55 -2.95 -3.47 0.00
H -6.13 -2.03 -2.02 0.00
H -5.38 -3.61 -2.34 0.00
H -4.88 -3.21 -5.37 0.00
H -3.69 -3.86 -4.24 0.00
H -3.28 -2.48 -5.26 0.00
H -3.46 0.52 -3.20 0.00
H -3.22 -3.60 -2.01 0.00
H 0.37 -3.82 -1.82 0.00
H 0.79 -4.46 -0.23 0.00
H 0.89 -2.72 -0.53 0.00
H -1.75 -5.12 -1.66 0.00
H -2.86 -4.88 -0.28 0.00
H -1.29 -5.63 -0.03 0.00
H -0.83 -2.31 1.52 0.00
H -0.81 -4.06 1.77 0.00
H -2.34 -3.23 1.50 0.00
N 2.32 0.64 3.31 0.02
P 1.81 -0.17 1.93 0.12
C 3.22 -0.34 0.80 0.02
C 4.42 -0.96 1.15 0.00
C 5.47 -1.01 0.24 0.00
C 5.32 -0.46 -1.03 0.00
C 4.13 0.16 -1.40 0.00
C 3.10 0.22 -0.47 0.03
C 1.50 -1.78 2.69 0.02
C 2.08 -2.95 2.22 0.01
C 1.86 -4.15 2.89 0.00
C 1.04 -4.18 4.00 0.01
C 0.43 -3.02 4.46 0.00
C 0.66 -1.82 3.81 0.01
C 2.42 2.02 3.38 0.01
C 2.99 2.63 4.50 0.00
C 3.08 3.99 4.53 0.00
C 2.62 4.73 3.45 0.01
C 2.06 4.05 2.39 0.01
N 1.94 2.71 2.33 0.11
H 2.68 0.11 4.08 0.00
H 4.55 -1.39 2.14 0.00
H 6.40 -1.48 0.51 0.00
H 6.13 -0.51 -1.75 0.00
H 4.02 0.60 -2.38 0.00
H 2.18 0.75 -0.76 0.01
H 2.73 -2.93 1.35 0.00
H 2.33 -5.05 2.53 0.00
H 0.87 -5.12 4.52 0.00
H -0.21 -3.05 5.33 0.00
H 0.18 -0.91 4.17 0.00
H 3.35 2.01 5.31 0.00
H 3.52 4.49 5.39 0.00
H 2.68 5.81 3.42 0.00
H 1.70 4.61 1.54 0.00
N 0.79 8.36 -1.61 0.00
C -0.20 7.62 -1.06 0.00
O -1.31 8.04 -0.81 0.00
C 0.11 6.17 -0.74 0.00
C -0.72 5.56 0.19 0.00
C -0.51 4.23 0.49 0.01
N 0.46 3.50 -0.10 0.08
C 1.25 4.09 -1.01 0.01
C 1.10 5.42 -1.35 0.00
H 0.59 9.32 -1.83 0.00
H 1.72 8.02 -1.77 0.00
H -1.52 6.12 0.65 0.00
H -1.14 3.72 1.21 0.00
H 2.01 3.47 -1.47 0.00
H 1.75 5.83 -2.11 0.00
```


ORCA calculation (ωB97M-V/def2-TZVPD) on a cluster of 2 separate species, C6H11P in total in a non-equilibrium geometry.

Values from the calculation:
- 2S+1 = 3
- energy above the lowest of the compared OMol25 structures with the same formula, charge and spin (eV) = 3.457
- electronic energy (eV) = -15680.50840
- max |F| (eV/A) = 4.01
- net charge = 0
- LUMO (alpha / beta) (eV) = 1.2 / -3.3

Structure (XYZ):
```
18
Properties=species:S:1:pos:R:3:lowdin_spin:R:1
C -2.19 2.77 0.23 0.09
C -1.47 1.91 -0.20 0.80
C -1.00 -2.85 -0.39 0.03
C 1.66 1.87 -0.19 0.02
C -0.63 -1.57 0.40 0.08
C 1.49 0.43 0.15 0.08
P 0.14 -0.39 -0.90 0.81
H -2.31 3.64 0.81 0.00
H -0.17 -3.06 -1.16 0.01
H -1.26 -3.75 0.21 0.00
H -1.92 -2.56 -0.86 0.00
H 2.43 2.54 0.34 0.00
H 2.06 2.01 -1.27 0.00
H 0.62 2.24 -0.11 0.01
H 0.14 -2.03 1.05 0.00
H -1.55 -1.17 0.85 0.02
H 1.57 0.29 1.20 0.00
H 2.37 -0.33 -0.15 0.03
```